C48H39Cl3GeN6PRu as an isolated structure, computed with wB97M-V/def2-TZVPD.

Each line ends with the Löwdin spin population.
Element x y z (Å)
1 Ru -0.222 1.095 0.739  -0.005
2 C 3.019 0.499 -3.624  -0.001
3 N 2.634 0.914 -2.269  -0.004
4 C 1.445 0.674 -1.693  0.120
5 N 1.405 1.189 -0.465  -0.003
6 C 2.639 1.709 -0.187  0.111
7 C 3.444 1.543 -1.343  0.088
8 C 4.844 1.818 -1.502  0.126
9 C 5.381 2.354 -2.699  0.037
10 C 6.727 2.597 -2.798  0.042
11 C 7.583 2.267 -1.733  0.152
12 C 7.083 1.710 -0.559  0.006
13 C 5.730 1.497 -0.431  0.089
14 C 2.962 2.270 1.093  0.043
15 C 3.788 3.400 1.237  0.055
16 C 4.063 3.893 2.499  -0.005
17 C 3.525 3.270 3.620  0.060
18 C 2.699 2.152 3.491  0.016
19 C 2.412 1.663 2.234  0.026
20 P 0.203 -0.537 -2.274  0.009
21 C 0.213 -1.533 -0.751  0.005
22 N 0.021 -1.092 0.499  0.001
23 C 0.165 -2.164 1.349  0.004
24 C 0.491 -3.279 0.557  0.005
25 N 0.485 -2.854 -0.735  0.002
26 C 0.788 -3.686 -1.902  0.000
27 C 0.829 -4.661 0.912  0.001
28 C 1.969 -4.910 1.683  0.000
29 C 2.317 -6.212 1.997  0.000
30 C 1.524 -7.267 1.555  0.000
31 C 0.386 -7.023 0.793  0.000
32 C 0.042 -5.723 0.461  0.000
33 C -0.117 -2.096 2.782  0.002
34 C 0.007 -3.204 3.631  0.002
35 C -0.245 -3.083 4.988  0.001
36 C -0.634 -1.868 5.531  0.003
37 C -0.810 -0.765 4.700  0.000
38 C -0.562 -0.896 3.352  0.001
39 C -1.287 0.426 -1.889  0.004
40 N -1.659 0.823 -0.669  0.001
41 C -3.028 1.075 -0.732  -0.001
42 C -3.401 0.997 -2.092  -0.001
43 N -2.308 0.536 -2.764  0.000
44 C -2.196 0.349 -4.217  0.000
45 C -4.656 1.367 -2.722  0.001
46 C -5.304 0.518 -3.632  0.000
47 C -6.493 0.918 -4.210  0.000
48 C -7.028 2.173 -3.910  0.001
49 C -6.386 3.026 -3.019  0.000
50 C -5.211 2.624 -2.412  0.001
51 C -3.946 1.138 0.372  0.000
52 C -5.314 0.808 0.177  -0.001
53 C -6.204 0.855 1.230  0.000
54 C -5.761 1.200 2.501  -0.001
55 C -4.402 1.465 2.726  0.000
56 C -3.519 1.417 1.677  -0.001
57 H 2.227 -0.131 -4.024  0.000
58 H 3.949 -0.064 -3.574  0.000
59 H 3.130 1.375 -4.256  -0.001
60 H 4.732 2.652 -3.507  0.000
61 H 7.133 3.052 -3.690  0.001
62 H 8.646 2.440 -1.835  0.006
63 H 7.755 1.434 0.239  -0.001
64 H 5.343 1.015 0.454  0.000
65 H 4.149 3.922 0.362  0.000
66 H 4.679 4.773 2.614  -0.001
67 H 3.744 3.659 4.605  0.003
68 H 2.305 1.669 4.374  0.000
69 H 1.842 0.727 2.139  0.001
70 H 1.298 -4.578 -1.550  0.000
71 H 1.442 -3.138 -2.578  0.000
72 H -0.134 -3.967 -2.409  0.000
73 H 2.582 -4.087 2.029  0.000
74 H 3.203 -6.409 2.585  0.000
75 H 1.793 -8.283 1.806  0.000
76 H -0.232 -7.845 0.460  0.000
77 H -0.854 -5.536 -0.116  0.000
78 H 0.287 -4.171 3.241  0.000
79 H -0.144 -3.949 5.625  0.000
80 H -0.826 -1.785 6.592  0.000
81 H -1.157 0.173 5.109  0.000
82 H -0.775 -0.061 2.679  0.000
83 H -2.959 0.961 -4.690  0.000
84 H -2.345 -0.698 -4.477  0.000
85 H -1.213 0.688 -4.541  0.000
86 H -4.906 -0.463 -3.850  0.000
87 H -7.011 0.259 -4.893  0.000
88 H -7.953 2.484 -4.376  0.000
89 H -6.803 3.999 -2.802  0.000
90 H -4.699 3.285 -1.726  0.000
91 H -5.659 0.464 -0.784  0.000
92 H -7.241 0.596 1.069  0.000
93 H -6.461 1.240 3.326  0.000
94 H -4.058 1.715 3.720  0.000
95 H -2.480 1.647 1.868  0.000
96 Cl -2.371 4.356 0.049  0.000
97 Ge -0.521 3.488 0.532  0.000
98 Cl -0.543 2.780 2.721  -0.001
99 Cl 0.979 4.939 0.328  0.001

Computed properties:
total charge = +4
orbital gap (spin up / spin down) = 2.96 / 2.88 eV
expectation value of S² = 0.783
total energy = -165267.44668 eV
spin multiplicity = 2